1.
54
Properties=species:S:1:pos:R:3:forces:R:3:lowdin_charge:R:1 method="wB97M-V/def2-TZVPD" total_charge=+1 lumo_energy_ev="-3.8 / -4.8" homo_lumo_gap_ev="7.19 / 6.19" spin_multiplicity=6 e_above_lowest_kj_mol=0.0 homo_ev="-10.95 / -10.96"
Ru -0.966 0.359 -0.325 0.3 -0.3 -0.2 1.629
Cl 4.136 0.323 -5.794 0.0 0.0 0.0 0.700
C 2.770 0.303 -4.737 -0.1 0.0 0.0 -0.664
C 1.479 0.249 -5.268 0.0 0.0 0.0 -0.065
C 0.388 0.231 -4.431 -0.1 0.0 0.0 0.010
C 0.540 0.266 -3.036 0.3 0.0 -0.1 -0.350
O -0.534 0.245 -2.281 -0.1 0.0 0.1 -0.262
C 1.849 0.325 -2.499 -0.2 0.0 -0.2 -0.132
C 2.160 0.376 -1.100 0.1 0.0 0.2 -0.052
N 1.351 0.387 -0.096 -0.1 0.1 -0.2 0.020
C 1.851 0.455 1.228 0.0 0.0 0.3 -0.202
C 3.171 0.516 1.603 -0.1 0.0 -0.2 0.009
C 3.547 0.593 2.955 0.1 0.0 0.1 -0.042
C 2.614 0.616 3.950 0.1 0.0 0.0 -0.009
C 1.245 0.557 3.618 -0.1 0.0 -0.2 -0.141
C 0.214 0.586 4.584 0.0 0.0 0.0 0.028
C -1.094 0.533 4.193 0.0 0.0 0.1 -0.014
C -1.385 0.446 2.825 0.1 0.0 -0.1 -0.101
N -0.445 0.411 1.905 -0.2 0.0 -0.2 -0.023
C 0.867 0.472 2.260 0.1 0.0 0.0 -0.208
C 2.948 0.340 -3.380 0.1 0.0 0.1 -0.052
H 1.346 0.223 -6.341 0.0 0.0 0.0 0.118
H -0.617 0.196 -4.828 0.0 0.0 0.0 0.127
H 3.232 0.411 -0.906 0.0 0.0 0.0 0.120
H 3.962 0.511 0.867 0.0 0.0 0.0 0.110
H 4.600 0.640 3.197 0.0 0.0 0.0 0.119
H 2.905 0.681 4.990 0.0 0.0 0.0 0.125
H 0.478 0.654 5.632 0.0 0.0 0.0 0.131
H -1.904 0.559 4.908 0.0 0.0 0.0 0.120
H -2.413 0.411 2.480 0.0 0.0 0.0 0.101
H 3.953 0.385 -2.977 0.0 0.0 0.0 0.119
Cl -0.413 3.251 -1.440 0.0 0.0 0.1 0.578
C -1.031 4.159 -0.046 0.0 0.1 0.0 -0.964
Cl -0.181 3.707 1.439 0.0 0.0 0.0 0.564
H -2.079 3.914 0.069 0.0 0.0 0.0 0.012
H -0.865 5.213 -0.228 0.0 0.0 0.0 0.035
Br 0.613 -4.887 2.295 0.0 0.0 0.0 0.800
C -0.121 -4.026 0.792 0.0 0.0 0.0 -0.666
C -0.586 -4.746 -0.295 0.0 0.0 0.0 -0.078
C -1.111 -4.046 -1.368 0.0 0.0 0.0 -0.021
C -1.156 -2.666 -1.318 0.0 0.0 0.0 -0.118
N -0.704 -1.982 -0.263 0.0 0.0 0.1 -0.026
C -0.197 -2.645 0.776 0.0 0.0 0.0 -0.169
H -0.537 -5.827 -0.299 0.0 0.0 0.0 0.118
H -1.486 -4.565 -2.238 0.0 0.0 0.0 0.120
H -1.562 -2.080 -2.132 0.0 0.0 0.0 0.109
H 0.162 -2.066 1.615 0.0 0.0 0.0 0.092
Cl -5.417 0.808 1.636 0.0 0.0 0.0 0.637
C -5.045 0.888 -0.102 0.0 0.0 0.0 -1.003
Cl -5.548 2.413 -0.814 0.0 0.0 0.0 0.654
C -3.548 0.679 -0.216 0.1 -0.1 0.0 -0.778
O -3.110 -0.483 -0.405 -0.2 0.1 0.0 -0.065
O -2.749 1.646 -0.061 -0.1 0.0 0.1 -0.171
H -5.574 0.077 -0.590 0.0 0.0 0.0 0.073

=====

2.
53
Properties=species:S:1:pos:R:3:forces:R:3:lowdin_charge:R:1 method="wB97M-V/def2-TZVPD" total_charge=0 lumo_energy_ev="-2.9 / -2.6" homo_lumo_gap_ev="5.09 / 6.06" spin_multiplicity=6 e_above_lowest_kj_mol=361.0 homo_ev="-7.97 / -8.63"
Fe -0.222 0.116 0.414 1.3 -1.4 -0.1 0.515
Cl 3.080 -2.100 0.300 0.0 -0.2 0.0 0.693
C 3.052 -0.373 0.158 -0.1 0.3 0.0 -0.697
C 1.839 0.285 0.275 0.3 0.3 0.0 -0.265
C 1.903 1.664 0.138 0.3 -0.5 0.0 -0.665
Cl 0.314 2.413 0.228 0.1 1.5 0.0 0.746
C 3.048 2.406 -0.075 0.1 0.1 0.0 -0.706
Cl 2.998 4.117 -0.205 0.0 0.0 0.0 0.706
C 4.248 1.700 -0.181 0.0 0.0 0.0 -0.695
Cl 5.711 2.554 -0.456 0.0 0.0 0.0 0.704
C 4.250 0.307 -0.070 0.0 -0.1 0.0 -0.700
Cl 5.733 -0.549 -0.218 0.0 0.0 0.0 0.695
C -4.250 3.441 2.743 0.0 0.0 0.0 -0.084
C -4.801 3.248 1.485 0.0 0.0 -0.1 -0.083
C -4.271 2.289 0.634 0.0 0.1 0.1 -0.108
C -3.178 1.511 1.024 -0.2 -0.3 -0.2 -0.357
C -2.634 1.729 2.293 -0.1 0.0 -0.1 -0.149
C -3.163 2.682 3.150 0.0 0.0 0.1 -0.081
Si -2.478 0.146 -0.094 -1.2 0.5 0.2 0.628
C -3.162 -1.516 0.457 -0.2 0.3 0.0 -0.291
C -3.873 -2.321 -0.406 0.2 -0.1 -0.1 -0.116
C -4.413 -3.550 -0.018 0.1 0.0 0.1 -0.033
C -4.303 -3.974 1.326 -0.1 -0.1 -0.1 -0.057
C -3.609 -3.243 2.227 0.3 0.3 0.1 0.001
C -2.894 -1.986 1.850 -1.2 -0.2 -0.4 -0.208
H -4.671 4.183 3.410 0.0 0.0 0.0 0.105
H -5.649 3.843 1.168 0.0 0.0 0.0 0.104
H -4.707 2.139 -0.347 0.0 0.0 0.0 0.095
H -1.776 1.142 2.617 0.0 0.1 0.1 0.075
H -2.727 2.836 4.129 0.0 0.0 0.0 0.107
H -2.908 0.405 -1.496 -0.2 -0.1 0.0 -0.027
H -4.042 -1.972 -1.420 0.0 0.0 0.0 0.098
H -4.956 -4.154 -0.732 0.0 0.0 0.0 0.108
H -4.793 -4.887 1.639 0.0 0.0 0.0 0.117
H -3.541 -3.560 3.262 0.0 -0.1 0.0 0.121
H -3.209 -1.197 2.548 0.3 0.0 0.1 0.157
N -0.293 -2.138 -0.107 0.2 -0.5 0.1 0.039
C -0.535 -2.853 1.110 -0.2 0.4 0.1 -0.230
C -0.032 -4.099 1.318 0.2 -0.3 -0.1 0.008
C -0.190 -4.741 2.560 -0.2 0.7 -0.3 0.063
C -0.723 -4.019 3.628 0.0 -0.7 1.1 -0.229
C -1.162 -2.749 3.494 -0.1 0.5 -0.8 0.017
C -1.295 -2.127 2.160 1.2 -0.7 0.3 -0.183
S -0.897 -4.798 5.275 0.2 0.3 -0.1 0.410
O 0.179 -4.177 6.020 -0.1 -0.1 0.0 -0.331
O -2.234 -4.380 5.658 0.0 0.0 -0.1 -0.348
O -0.742 -6.209 4.993 0.0 -0.1 -0.1 -0.341
H 0.580 -2.467 -0.518 -0.1 0.0 0.0 0.061
H -1.041 -2.303 -0.781 -0.1 0.2 0.1 0.101
H 0.500 -4.599 0.515 0.0 0.0 0.0 0.126
H 0.107 -5.769 2.724 0.0 0.0 0.0 0.129
H -1.553 -2.218 4.355 -0.1 -0.1 0.0 0.148
H -0.915 -1.086 2.201 -0.3 0.0 -0.1 0.109

=====

3.
51
Properties=species:S:1:pos:R:3:forces:R:3:lowdin_charge:R:1 method="wB97M-V/def2-TZVPD" total_charge=-1 lumo_energy_ev=2.9 homo_lumo_gap_ev=6.76 e_above_lowest_kj_mol=12.5 homo_ev=-3.88
Ag -0.328 -0.710 0.391 0.3 -0.8 0.5 0.750
O -1.122 2.624 -1.369 0.1 0.1 -0.1 -0.320
S -0.831 1.247 -1.698 0.1 0.2 -0.5 0.543
O -1.851 0.262 -1.383 0.0 0.2 -0.3 -0.374
N 0.533 0.681 -1.141 -0.6 -0.1 0.0 -0.205
C 1.656 1.408 -0.872 0.2 0.3 -0.1 -0.264
C 1.982 2.642 -1.420 -0.2 -0.3 0.1 -0.031
C 3.178 3.291 -1.085 0.2 0.0 0.1 -0.097
C 4.073 2.745 -0.204 0.0 0.2 -0.1 -0.077
C 3.789 1.494 0.384 -0.2 -0.2 0.0 -0.171
C 4.646 0.877 1.322 -0.1 -0.1 0.0 -0.034
C 4.300 -0.328 1.865 0.2 0.1 0.0 -0.069
C 3.095 -0.931 1.459 -0.2 0.0 -0.1 -0.140
N 2.281 -0.397 0.587 0.2 0.0 0.1 0.084
C 2.594 0.807 0.051 0.1 0.2 -0.1 -0.158
C -0.631 1.166 -3.475 0.0 0.1 0.2 -0.268
C -0.725 2.303 -4.258 -0.1 0.0 0.1 -0.069
C -0.508 2.212 -5.627 0.0 -0.1 -0.1 -0.092
C -0.197 0.987 -6.199 0.0 0.1 0.0 -0.105
C -0.109 -0.153 -5.407 0.0 0.0 0.0 -0.088
C -0.325 -0.065 -4.042 0.0 0.0 0.0 -0.063
H 1.283 3.111 -2.096 0.0 0.0 0.0 0.092
H 3.392 4.255 -1.535 0.0 0.0 0.0 0.097
H 4.989 3.262 0.058 0.0 0.0 0.0 0.097
H 5.564 1.381 1.602 0.0 0.0 0.0 0.107
H 4.930 -0.814 2.598 0.0 0.0 0.0 0.093
H 2.792 -1.887 1.874 0.0 0.0 0.0 0.107
H -0.974 3.243 -3.781 0.0 0.0 0.0 0.107
H -0.579 3.096 -6.248 0.0 0.0 0.0 0.097
H -0.020 0.919 -7.265 0.0 0.0 0.0 0.094
H 0.131 -1.107 -5.859 0.0 0.0 0.0 0.098
H -0.265 -0.932 -3.396 0.0 0.0 -0.1 0.112
O -0.356 -0.413 2.644 -0.3 0.1 0.3 -0.163
C -1.458 -0.537 3.266 0.2 -0.1 0.0 -0.414
C -1.899 0.496 4.156 0.0 0.0 0.1 -0.035
C -2.999 0.363 4.960 0.1 -0.1 -0.1 -0.127
C -3.767 -0.811 4.922 -0.2 0.0 0.2 -0.148
C -3.422 -1.796 4.027 0.1 -0.1 -0.1 -0.085
C -2.319 -1.691 3.166 0.0 0.4 0.2 -0.104
C -2.089 -2.703 2.154 0.1 -0.3 -0.1 -0.274
N -1.145 -2.740 1.220 -0.2 0.1 0.0 0.032
C -1.367 -3.870 0.471 0.0 -0.1 0.0 -0.162
C -2.442 -4.547 0.946 0.1 0.0 -0.1 -0.119
N -2.890 -3.805 2.016 0.0 0.0 0.0 0.084
H -1.297 1.396 4.183 0.0 0.0 0.0 0.102
H -3.282 1.169 5.630 0.0 0.0 0.0 0.089
H -4.622 -0.928 5.577 0.0 0.0 0.0 0.078
H -4.034 -2.695 4.004 0.0 0.1 0.0 0.086
H -0.721 -4.125 -0.353 0.0 0.0 0.0 0.090
H -2.914 -5.463 0.636 0.0 0.0 0.0 0.093
H -3.719 -3.992 2.544 0.0 0.0 0.1 0.126

=====

4.
62
Properties=species:S:1:pos:R:3:forces:R:3:lowdin_charge:R:1 method="wB97M-V/def2-TZVPD" total_charge=+1 lumo_energy_ev=-2.8 homo_lumo_gap_ev=7.48 e_above_lowest_kj_mol=0.0 homo_ev=-10.24
Al 0.111 0.747 0.200 0.0 -0.1 0.0 -0.092
F -2.165 -3.579 -1.512 0.0 -0.1 0.0 0.198
C -1.242 -2.918 -0.851 0.0 0.0 -0.1 -0.685
F -0.154 -3.644 -0.697 0.1 -0.1 0.0 0.189
F -1.708 -2.546 0.337 0.0 0.0 0.1 0.158
S -0.778 -1.410 -1.800 -0.2 0.1 -0.2 0.733
O 0.150 -0.749 -0.831 0.2 0.1 0.1 -0.255
O -0.185 -1.788 -3.025 -0.1 0.0 0.1 -0.168
N -2.147 -0.655 -1.908 0.2 0.0 0.0 -0.241
S -2.482 0.788 -1.432 -0.1 -0.2 0.3 0.727
O -3.860 1.011 -1.207 0.2 0.0 0.0 -0.177
O -1.603 1.178 -0.272 0.1 0.2 -0.1 -0.281
C -1.893 1.917 -2.770 -0.1 -0.1 0.1 -0.683
F -0.659 1.559 -3.096 0.0 0.0 0.0 0.136
F -2.702 1.794 -3.796 0.0 0.1 -0.1 0.201
F -1.904 3.150 -2.301 0.0 0.1 -0.1 0.189
C 3.468 1.466 -4.925 0.0 0.0 0.0 -0.402
S 2.534 2.003 -3.476 0.0 0.0 0.0 0.880
C 3.053 0.854 -2.263 0.0 0.0 -0.2 -0.951
C 2.730 0.954 -0.966 -0.1 -0.1 0.2 -1.068
S 1.696 2.203 -0.238 0.0 -0.1 0.0 0.759
S 3.305 -0.321 0.081 0.0 0.0 0.1 0.918
C 4.016 -1.328 -1.138 0.0 0.1 0.0 -1.466
S 4.675 -2.783 -0.848 0.0 -0.1 0.0 0.615
S 3.978 -0.566 -2.700 0.0 0.0 -0.2 0.962
H 3.211 2.180 -5.706 0.0 0.0 0.0 0.043
H 3.169 0.471 -5.250 0.0 0.0 0.0 0.035
H 4.540 1.514 -4.744 0.0 0.0 0.0 0.043
C 0.175 4.243 4.654 0.0 0.0 0.0 -0.051
C 0.649 3.114 5.309 0.0 0.0 0.0 -0.052
C 0.621 1.879 4.680 0.0 0.0 0.1 -0.077
C 0.121 1.769 3.384 0.1 0.0 -0.1 -0.338
C -0.371 2.904 2.742 0.0 0.0 -0.1 -0.101
C -0.346 4.139 3.372 0.0 0.0 0.0 -0.051
P 0.004 0.169 2.539 -0.2 0.4 0.1 1.097
C -1.496 -0.611 3.168 -0.1 -0.1 -0.2 -0.337
C -1.465 -1.279 4.390 0.0 0.0 0.0 -0.075
C -2.640 -1.783 4.925 0.0 0.0 0.0 -0.052
C -3.842 -1.623 4.247 0.0 0.0 0.0 -0.052
C -3.877 -0.956 3.032 0.0 0.0 0.0 -0.051
C -2.704 -0.450 2.490 0.0 0.0 0.1 -0.082
C 1.406 -0.863 2.986 0.1 0.0 0.0 -0.384
C 1.274 -2.247 2.861 0.1 0.0 0.0 -0.085
C 2.370 -3.066 3.081 0.0 0.0 0.0 -0.049
C 3.595 -2.507 3.425 0.0 0.0 0.0 -0.051
C 3.730 -1.131 3.539 0.0 0.0 0.0 -0.068
C 2.641 -0.304 3.309 0.0 0.0 0.0 -0.125
H 0.210 5.207 5.146 0.0 0.0 0.0 0.116
H 1.039 3.194 6.316 0.0 0.0 0.0 0.115
H 0.977 1.002 5.207 0.0 0.0 0.0 0.112
H -0.811 2.843 1.747 0.1 0.0 0.0 0.087
H -0.734 5.013 2.866 0.0 0.0 0.0 0.117
H -0.530 -1.409 4.923 0.0 0.0 0.0 0.113
H -2.616 -2.303 5.873 0.0 0.0 0.0 0.115
H -4.756 -2.020 4.671 0.0 0.0 0.0 0.115
H -4.813 -0.830 2.504 0.0 0.0 0.0 0.117
H -2.741 0.077 1.547 0.0 0.0 0.0 0.083
H 0.320 -2.687 2.592 0.0 0.0 0.0 0.110
H 2.269 -4.138 2.983 0.0 0.0 0.0 0.117
H 4.450 -3.148 3.597 0.0 0.0 0.0 0.117
H 4.688 -0.697 3.795 0.0 0.0 0.0 0.118
H 2.762 0.771 3.362 0.0 0.0 0.0 0.114